Entry 1:
C6H12 as an isolated structure, computed with the ωB97M-V functional and the def2-TZVPD basis.

- HOMO (eV) = -7.77
- relative energy (zero: lowest compared OMol25 entry of this formula, charge and spin) (eV) = 5.019
- spin multiplicity = 1
- molecular weight (g/mol) = 84.16
- HOMO-LUMO gap (eV) = 8.72

Last column: Mulliken charge in e.
Cartesian coordinates (Å):
C -0.084 -1.585 0.582  -1.39
C 0.159 -0.171 1.102  0.41
C 1.630 0.305 0.845  -0.65
C 1.166 0.931 -0.511  -0.54
C -0.065 1.083 0.311  -0.60
C -1.858 0.539 -1.212  -0.94
H -1.155 -1.822 0.580  0.30
H 0.296 -1.732 -0.435  0.30
H 0.414 -2.311 1.235  0.40
H -0.219 -0.092 2.127  0.30
H 1.985 1.040 1.563  0.29
H 2.348 -0.512 0.745  0.33
H 1.219 0.165 -1.293  0.20
H 1.623 1.859 -0.864  0.28
H -1.369 1.201 -0.424  0.50
H -1.177 -0.144 -1.725  0.20
H -2.648 -0.019 -0.709  0.26
H -2.263 1.265 -1.916  0.34

Entry 2:
A 3-piece molecular cluster, C3H14NO2 overall at a distorted geometry, computed with the ωB97M-V functional and the def2-TZVPD basis.

- HOMO (eV) = -15.36
- relative energy (zero: lowest compared OMol25 entry of this formula, charge and spin) (eV) = 0.371
- spin multiplicity = 1
- molecular weight (g/mol) = 96.15
- HOMO-LUMO gap (eV) = 12.30
- charge = +1

Last column: Mulliken charge in e.
Cartesian coordinates (Å):
C 0.891 -0.266 0.730  -0.81
C -0.529 -0.446 1.215  -0.12
C -0.560 -1.384 2.446  -1.19
N 0.972 0.442 -0.589  -0.12
H 1.433 0.299 1.488  0.37
H 1.407 -1.215 0.602  0.42
H -1.113 -0.918 0.425  0.26
H -1.022 0.456 1.568  0.26
H 0.436 -1.723 2.770  0.35
H -1.051 -0.928 3.296  0.33
H -0.973 -2.372 2.225  0.32
H 0.404 -0.069 -1.295  0.25
H 0.577 1.385 -0.458  0.38
H 1.917 0.480 -0.977  0.38
H -0.918 3.373 -0.106  0.32
H -0.106 3.383 -1.434  0.32
O -0.499 2.822 -0.770  -0.69
H -0.877 -2.181 -2.221  0.34
H -0.394 -1.050 -3.113  0.33
O -0.167 -1.516 -2.309  -0.70